Record 1
60
Properties=species:S:1:pos:R:3:forces:R:3 method="wB97M-V/def2-TZVPD" energy_ev=-110357.2615 total_charge=-1 e_lumo_ev=1.721
Rb 0.005 -0.247 0.036 0.5839 0.3411 1.4939
O -2.223 -0.939 -3.521 0.0838 0.2021 -0.1838
C -1.140 -0.963 -2.713 -0.1851 -0.8703 -0.2883
O -1.111 -1.632 -1.712 -0.3776 -0.4531 -0.8247
C 0.080 -0.380 -3.369 0.0728 0.0655 -0.3123
C 0.149 -0.176 -4.744 -0.0004 0.0079 0.0430
C 1.320 0.339 -5.271 0.0096 -0.0094 0.0081
C 2.356 0.674 -4.416 0.0174 0.0093 0.0348
C 2.186 0.445 -3.053 -0.1808 -0.0638 -0.2022
N 1.088 -0.102 -2.557 0.1440 -0.0358 -0.1394
C 3.231 0.782 -2.020 0.0763 0.0279 0.1348
O 4.117 1.745 -2.363 0.1380 0.0247 -0.0027
O 3.296 0.254 -0.953 -0.0381 -0.0034 -0.0323
H -2.944 -1.333 -3.013 -0.0133 -0.0757 0.0814
H -0.688 -0.427 -5.378 -0.0275 -0.0011 0.0360
H 1.426 0.483 -6.338 -0.0195 0.0210 0.0009
H 3.281 1.070 -4.818 0.0052 0.0029 0.0151
H 3.880 2.160 -3.199 -0.1016 0.0016 -0.0144
Cl -1.091 5.969 -4.902 0.0081 0.0792 -0.0646
C -1.207 4.520 -3.932 -0.0269 0.0029 -0.0353
C -1.774 3.366 -4.473 0.0293 -0.0014 0.0833
C -1.853 2.227 -3.713 0.0115 -0.0079 0.0259
C -1.365 2.145 -2.366 -0.0868 0.0780 0.1115
O -1.386 1.043 -1.723 -0.4380 0.8744 -0.4664
C -0.853 3.377 -1.822 -0.0419 -0.1272 -0.3694
C -0.421 3.568 -0.457 0.1715 0.2181 0.3706
N -0.487 2.754 0.523 -0.1342 -0.3574 -0.2964
C -0.143 3.217 1.788 0.0091 0.4145 0.2686
C -0.622 4.411 2.291 0.0021 -0.1832 -0.2119
C -0.282 4.855 3.580 0.1268 0.0050 0.1843
C 0.543 4.115 4.380 -0.0934 0.1263 -0.0261
C 1.036 2.874 3.917 -0.0322 -0.1147 -0.2261
C 1.871 2.044 4.698 0.0426 -0.1118 0.0173
C 2.293 0.846 4.201 -0.0111 0.1479 0.1207
C 1.894 0.478 2.899 0.0024 -0.0585 -0.0950
N 1.131 1.224 2.141 0.2464 0.0658 0.2063
C 0.689 2.409 2.624 0.0504 0.1699 0.2564
C -0.770 4.522 -2.634 0.0032 -0.0709 0.0762
H -2.159 3.377 -5.485 0.0168 0.0135 -0.0111
H -2.308 1.341 -4.126 -0.0299 -0.0433 -0.0023
H 0.002 4.569 -0.274 -0.0315 -0.0014 -0.0048
H -1.293 5.004 1.682 -0.0116 -0.0237 -0.0094
H -0.682 5.797 3.937 0.0064 -0.0019 -0.0081
H 0.819 4.461 5.368 -0.0193 -0.0281 0.0080
H 2.157 2.369 5.692 -0.0153 -0.0087 0.0016
H 2.912 0.177 4.783 0.0194 -0.0023 -0.0252
H 2.209 -0.473 2.480 -0.0209 -0.0197 0.0391
H -0.363 5.434 -2.213 0.0083 -0.0043 0.0107
C 3.049 -5.053 0.609 0.0311 0.1365 0.2955
S 3.543 -4.208 2.141 -0.0273 -0.0598 -0.0046
C 2.131 -4.444 3.151 -0.0007 0.0548 0.0470
C 0.927 -3.825 2.974 0.1636 -0.3432 0.4884
S 0.453 -2.771 1.742 -0.1958 0.0029 -0.1374
S -0.246 -4.225 4.253 0.3772 -0.0324 -0.2080
C 0.745 -5.258 5.223 0.1004 0.1180 -0.2051
S 0.233 -5.948 6.631 -0.0605 -0.1294 0.2036
S 2.318 -5.480 4.557 -0.2682 0.1141 -0.0885
H 3.876 -4.914 -0.087 -0.0323 -0.0411 -0.0488
H 2.148 -4.580 0.226 -0.0264 -0.0223 -0.0511
H 2.890 -6.112 0.803 -0.0095 -0.0186 -0.0673

Record 2
53
Properties=species:S:1:pos:R:3:forces:R:3 method="wB97M-V/def2-TZVPD" energy_ev=-88947.1048 spin_multiplicity=2 total_charge=-1 e_lumo_ev="2.813 / 2.812"
Co -1.433 -0.963 0.474 0.1023 0.0511 -0.0834
C 4.336 -1.048 -2.446 -0.0091 0.0089 -0.0033
C 3.837 -1.394 -1.200 -0.0020 -0.0104 0.0216
C 2.571 -0.970 -0.813 -0.0082 0.0001 -0.0253
C 1.791 -0.203 -1.674 -0.0227 -0.0138 0.0470
C 2.309 0.154 -2.919 0.0046 0.0113 -0.0254
C 3.570 -0.268 -3.305 0.0042 -0.0023 0.0039
P 0.104 0.249 -1.117 -0.0396 -0.0562 0.0053
C 0.024 2.006 -1.615 -0.0064 0.0085 0.0240
C -1.139 2.533 -2.172 0.0060 -0.0096 0.0024
C -1.221 3.885 -2.476 0.0025 0.0044 0.0010
C -0.148 4.727 -2.221 -0.0110 -0.0012 -0.0005
C 1.008 4.211 -1.651 0.0032 0.0005 0.0043
C 1.091 2.862 -1.345 0.0011 0.0008 -0.0100
C -1.064 -0.609 -2.205 -0.0124 -0.0176 -0.0049
C -1.135 -0.694 -3.596 0.0116 0.0257 0.0162
C -2.181 -1.397 -4.166 -0.0282 -0.0159 0.0092
C -3.145 -1.990 -3.345 0.0307 0.0134 -0.0217
C -3.068 -1.888 -1.965 0.0187 0.0113 -0.0071
C -2.009 -1.201 -1.352 0.0087 -0.0164 0.0244
H 5.323 -1.378 -2.748 0.0033 -0.0007 0.0005
H 4.435 -1.988 -0.520 0.0037 0.0029 -0.0032
H 2.185 -1.208 0.171 0.0039 0.0056 0.0081
H 1.724 0.779 -3.584 -0.0057 -0.0026 0.0032
H 3.960 0.013 -4.276 0.0017 -0.0010 -0.0001
H -1.985 1.883 -2.355 -0.0054 -0.0011 -0.0025
H -2.131 4.281 -2.909 0.0004 0.0013 0.0005
H -0.215 5.782 -2.457 0.0025 0.0000 -0.0026
H 1.847 4.863 -1.437 0.0010 -0.0007 0.0000
H 1.994 2.468 -0.892 -0.0021 -0.0055 0.0018
H -0.393 -0.213 -4.225 0.0036 -0.0059 0.0009
H -2.259 -1.481 -5.244 -0.0024 -0.0036 0.0006
H -3.965 -2.534 -3.801 -0.0011 0.0028 -0.0023
H -3.841 -2.341 -1.354 -0.0020 0.0057 0.0023
O 1.372 0.135 2.193 -0.0004 -0.0083 -0.0216
C 0.528 -0.515 2.784 0.0200 0.0451 -0.0566
N -0.588 -1.115 2.254 -0.0003 0.0219 0.0651
C -1.258 -1.802 3.243 0.0799 -0.0343 -0.0012
O -2.253 -2.480 3.091 -0.0730 -0.0291 -0.0012
C -0.524 -1.604 4.544 -0.0437 0.0081 -0.0009
C -0.777 -2.062 5.820 -0.0002 0.0113 0.0072
C 0.118 -1.691 6.821 0.0105 0.0038 -0.0007
C 1.225 -0.894 6.535 -0.0103 -0.0041 -0.0042
C 1.469 -0.443 5.240 0.0009 -0.0133 0.0185
C 0.571 -0.814 4.262 0.0028 -0.0079 -0.0212
H -1.641 -2.680 6.027 0.0031 -0.0006 -0.0024
H -0.045 -2.023 7.839 0.0011 -0.0019 -0.0006
H 1.902 -0.622 7.336 0.0003 0.0023 0.0004
H 2.324 0.176 5.000 -0.0006 0.0025 0.0016
F -4.171 -0.512 0.734 -0.0011 0.0175 -0.0031
C -2.957 0.125 0.852 -0.0502 -0.0092 0.0341
F -3.085 1.236 0.041 0.0044 -0.0010 -0.0006
F -2.987 0.655 2.121 0.0018 0.0072 0.0026

Record 3
62
Properties=species:S:1:pos:R:3:forces:R:3 method="wB97M-V/def2-TZVPD" energy_ev=-146446.5603 spin_multiplicity=3 total_charge=0 e_lumo_ev="-1.124 / -2.439"
W 0.937 -0.440 -0.618 -0.4557 0.4247 0.5293
Cl -4.043 -3.905 2.631 0.5522 0.1581 1.0309
C -3.074 -3.059 1.472 -2.6813 -0.6758 -1.2963
C -2.055 -2.229 1.799 -0.1729 -0.8021 0.0630
C -1.318 -1.601 0.800 -0.0088 -0.0180 -0.1542
N -0.187 -0.801 1.039 0.8331 0.1235 0.2934
C 0.400 -0.876 2.360 -0.9965 -0.3562 -0.4582
O 0.299 -1.899 3.002 0.7673 0.5528 0.0030
C 0.996 0.379 2.953 0.4717 -1.3287 0.0676
C 2.090 0.308 3.803 0.0192 -2.1730 -0.0405
C 2.537 1.457 4.383 -0.0408 0.5790 0.3266
C 1.913 2.675 4.146 -0.2025 -0.0454 -0.9311
C 0.858 2.609 3.223 0.4397 1.4069 0.3344
N 0.402 1.499 2.665 -0.5508 1.0704 -0.5116
C -1.706 -1.773 -0.530 -1.3704 -1.2647 -0.1400
C -2.849 -2.602 -0.835 1.2062 1.1699 0.9240
C -3.567 -3.213 0.154 0.8678 -0.5920 0.7667
Cl -4.836 -4.412 -0.178 0.7524 1.0471 -0.3423
N -0.841 -1.186 -1.486 0.6137 0.0809 0.4014
C -0.943 -1.443 -2.822 0.4170 -0.1338 -0.4692
O -1.697 -2.165 -3.445 -0.0308 0.3115 0.6668
C 0.204 -0.763 -3.676 0.7938 -0.4366 2.6832
C -0.362 -0.178 -4.854 1.0612 2.6501 -2.4308
C -0.015 1.126 -5.306 -0.9793 -1.0939 2.3988
C 0.691 1.975 -4.420 0.5031 -0.9567 -0.2603
C 1.180 1.400 -3.214 -0.8831 -1.1268 -0.9097
N 0.971 0.183 -2.781 -0.7572 -0.6426 -0.9740
H -1.824 -2.326 2.828 0.5976 0.7208 0.6385
H 2.582 -0.687 4.006 -0.6196 1.3409 -0.2644
H 3.378 1.367 5.013 0.8751 0.1997 0.6968
H 2.304 3.640 4.526 -0.4639 -0.8491 -0.2196
H 0.424 3.542 2.833 0.1755 -0.4865 0.5711
H -3.148 -2.773 -1.815 -0.2133 -0.0662 -1.6594
H -0.947 -0.793 -5.509 -0.3474 -0.2889 0.0743
H -0.542 1.537 -6.139 0.0990 0.0359 -0.6503
H 0.957 3.017 -4.604 -0.2883 -0.4238 -0.1572
H 1.760 1.972 -2.576 0.8869 1.3699 1.2868
N 1.738 -2.143 -1.054 0.9749 0.2364 0.0513
C 2.979 -2.752 -0.539 -0.2131 -2.8332 -3.8515
C 3.127 -2.635 0.897 -0.7282 -0.3170 1.2852
C 3.381 -1.223 1.248 -0.3449 0.1005 -1.6515
O 4.293 -0.887 1.924 0.9445 1.0549 1.1552
O 2.553 -0.378 0.609 -0.3777 -0.0513 0.0083
H 0.830 -1.689 -3.900 -0.2942 1.1151 0.0446
H 1.366 -2.666 -1.824 -0.2146 -0.3571 -0.1761
H 3.900 -2.370 -1.013 -0.4310 0.3618 -0.1312
H 2.980 -3.879 -0.974 -0.1016 2.2458 1.4975
H 3.940 -3.264 1.204 0.2533 -0.2170 0.6081
H 2.191 -2.847 1.405 -0.1676 -0.7646 0.1832
Br -3.971 0.890 -1.677 -0.1498 -0.0356 -0.5418
C -2.977 2.185 -0.730 0.4711 -0.4061 0.5318
C -3.706 2.975 0.186 2.0765 -0.2524 -0.6333
C -2.988 3.690 1.091 1.9015 -1.0192 -0.4427
C -1.585 3.540 1.056 -0.4603 2.1947 1.8298
C -0.978 2.817 0.110 0.9168 -1.2446 -1.6767
N -1.661 2.083 -0.820 -0.6445 0.7688 0.9182
C 0.565 2.684 0.085 -2.0592 -0.8725 -0.5915
O 1.331 3.548 0.359 0.6004 0.8611 0.3762
O 0.877 1.489 -0.352 0.6708 -0.3781 -0.6520
H -4.733 2.975 0.206 -2.1796 -0.1367 -0.1723
H -3.431 4.227 1.876 -0.6528 0.7843 0.7737
H -0.950 4.067 1.793 -0.6598 -0.3189 -0.6297

Record 4
60
Properties=species:S:1:pos:R:3:forces:R:3 method="wB97M-V/def2-TZVPD" energy_ev=-117979.1812 total_charge=-1 e_lumo_ev=1.755
Sc 0.217 -0.224 -0.472 -0.3137 -0.2996 0.6990
C 0.211 4.076 -1.685 -0.0451 0.0711 -0.0675
C 1.503 3.697 -1.042 0.0586 -0.1242 -0.0042
N 2.323 4.629 -0.637 0.1077 0.0657 0.0681
C 3.474 4.268 -0.024 0.0246 -0.0685 -0.0261
C 3.835 2.971 0.223 -0.0034 0.1343 0.0707
C 5.110 2.690 0.968 -0.0192 -0.0062 0.0258
O 6.009 1.889 0.187 0.1127 0.0415 0.0192
C 2.955 1.940 -0.188 0.2042 -0.1809 0.1860
C 3.304 0.549 0.012 -0.0525 0.0298 -0.0204
N 2.484 -0.436 -0.124 0.1574 -0.0062 0.1362
C 3.016 -1.751 -0.053 -0.1058 0.1361 -0.0882
C 3.653 -2.222 1.085 0.0452 -0.0497 0.0639
C 4.113 -3.527 1.135 -0.0193 0.0097 -0.0174
C 3.935 -4.371 0.050 -0.0086 0.0164 -0.0139
C 3.293 -3.911 -1.090 0.0123 0.0250 0.0646
C 2.836 -2.606 -1.138 0.0468 -0.0909 0.0736
I 1.837 -1.931 -2.837 0.0789 0.0140 -0.2029
C 1.783 2.297 -0.867 -0.3845 -0.1141 -0.1455
O 0.943 1.436 -1.342 0.3172 0.4119 -0.3539
H 0.152 5.159 -1.761 -0.0154 -0.0036 -0.0014
H -0.632 3.699 -1.102 -0.0211 -0.0191 0.0481
H 0.120 3.625 -2.674 0.0157 -0.0189 -0.0308
H 4.120 5.081 0.287 0.0141 0.0358 0.0148
H 4.905 2.162 1.907 -0.0132 0.0100 -0.0749
H 5.578 3.643 1.226 -0.0341 -0.0197 0.0100
H 6.860 2.332 0.148 -0.0646 -0.0459 -0.0265
H 4.347 0.326 0.249 -0.0609 0.0300 -0.0743
H 3.752 -1.564 1.939 -0.0033 0.0133 0.0009
H 4.590 -3.892 2.033 0.0374 -0.0179 0.0503
H 4.275 -5.395 0.095 0.0090 -0.0477 -0.0031
H 3.124 -4.571 -1.927 0.0012 -0.0402 -0.0597
Cl -1.755 2.694 2.934 0.0088 -0.0109 -0.0080
C -2.498 2.429 1.379 0.0205 0.0468 0.1347
C -3.632 3.140 1.061 -0.0481 0.0379 -0.0169
C -4.274 2.968 -0.165 0.0386 -0.0356 0.0168
C -3.738 2.059 -1.066 0.0523 0.0395 0.0762
C -2.603 1.371 -0.709 -0.0860 -0.1336 -0.3241
Cl -1.948 0.182 -1.872 -0.3224 0.1077 0.0366
C -1.884 1.467 0.517 0.1479 -0.0026 0.1782
N -0.826 0.728 0.797 0.0470 -0.1135 -0.3570
H -4.020 3.842 1.786 -0.0130 0.0292 0.0238
H -5.166 3.527 -0.406 -0.0420 0.0295 -0.0085
H -4.194 1.885 -2.030 -0.0290 -0.0193 -0.0539
O -3.994 -6.056 0.291 -0.0382 -0.0270 -0.0503
S -3.688 -4.986 -0.620 0.0934 -0.0506 -0.0238
O -4.123 -5.106 -1.984 -0.0441 -0.0550 -0.0119
N -2.074 -4.652 -0.581 0.1053 -0.1412 -0.0604
C -1.840 -3.478 -0.088 -0.0676 0.1683 -0.0816
S -0.240 -2.870 0.048 0.1993 0.1007 0.0735
C -3.063 -2.723 0.348 0.1906 -0.0131 0.0427
C -3.154 -1.495 0.974 -0.0161 0.0348 -0.0006
C -4.422 -0.996 1.251 -0.0238 -0.0552 0.0086
C -5.563 -1.727 0.937 0.0008 -0.0160 -0.0120
C -5.467 -2.983 0.345 0.0670 0.0951 0.0172
C -4.200 -3.448 0.064 -0.2523 0.0553 0.0623
H -2.261 -0.934 1.224 0.0108 -0.0039 -0.0049
H -4.515 -0.022 1.712 -0.0087 0.0548 0.0213
H -6.539 -1.319 1.162 -0.0324 0.0279 0.0066
H -6.346 -3.566 0.110 -0.0370 -0.0415 -0.0050